No. 1
This record from OMol25 describes a structure of composition C24H36BaCl4F2NO16S2. The level of theory is the ωB97M-V functional and the def2-TZVPD basis.

Output
Gap between HOMO and LUMO: 0.2178 hartree
Net charge: +1
E_tot: -137600.1384 eV
Highest occupied orbital energy: -10.57 eV
2S+1: 1
Lowest unoccupied orbital energy: -4.641 eV

Each line ends with the Mulliken charge.
Cartesian coordinates (Å):
Ba (-0.05266, 0.28319, 2.82293)  2.012
N (-0.50175, 0.19688, 0.25670)  0.059
S (-0.72995, 0.88169, -1.06240)  0.785
O (-2.04382, 0.63932, -1.69998)  -0.546
O (0.54691, 1.11051, -1.80031)  -0.610
F (-0.87834, 2.29426, -0.33843)  -0.187
S (-0.10342, -1.23656, -0.48282)  0.428
O (1.30367, -1.55055, -0.39632)  -0.282
O (-1.00387, -1.78843, -1.46917)  -0.571
F (-0.68221, -2.07342, 0.82705)  -0.376
Cl (-3.98915, 4.86452, -3.42886)  -0.182
C (-3.87444, 3.24269, -2.86208)  -0.212
C (-4.44007, 3.10515, -1.44845)  -0.534
Cl (-3.48516, 3.93690, -0.24275)  -0.159
H (-2.91678, 2.76612, -3.07156)  0.138
H (-4.57733, 2.75103, -3.53463)  0.280
H (-4.64651, 2.10652, -1.06348)  0.211
H (-5.41222, 3.59785, -1.43190)  0.495
Cl (4.72550, -1.95492, -3.19368)  -0.195
C (5.13197, -0.33146, -2.44739)  -0.279
C (4.04423, 0.69311, -2.66025)  0.009
Cl (4.49024, 2.29083, -2.17253)  -0.194
H (6.08842, 0.03439, -2.82084)  0.384
H (5.09395, -0.33785, -1.35807)  0.113
H (3.14799, 0.39867, -2.11420)  -0.199
H (3.76762, 0.80473, -3.70863)  0.403
C (0.13954, 4.09265, 1.91383)  -0.887
O (0.84374, 3.11359, 2.69766)  0.040
C (2.28539, 3.33464, 2.61312)  -0.976
C (2.93321, 2.28210, 1.73133)  -0.218
O (2.73873, 0.92796, 2.16081)  -0.178
C (3.77692, -0.00036, 1.64518)  -0.519
H (-0.94987, 4.07258, 1.88391)  0.093
H (0.53585, 4.03387, 0.90013)  0.482
H (0.39796, 5.06132, 2.34159)  0.315
H (2.63034, 3.38159, 3.64603)  0.305
H (2.54653, 4.32662, 2.24450)  0.433
H (3.96901, 2.52262, 1.49180)  0.488
H (2.50504, 2.36737, 0.73258)  0.149
H (3.62539, 0.14922, 0.57618)  0.119
H (3.69192, -1.05148, 1.92094)  0.045
H (4.74707, 0.34506, 2.00242)  0.399
C (-1.17464, 3.32735, 4.66792)  -0.974
O (-1.51309, 2.34064, 3.65877)  0.033
C (-2.90939, 2.45457, 3.36614)  -0.864
C (-3.31559, 1.36785, 2.28746)  0.018
O (-2.81760, 0.19004, 2.85083)  -0.381
C (-3.39449, -0.96861, 2.19344)  -0.746
H (-0.18227, 3.05707, 5.02882)  0.226
H (-1.77088, 3.19391, 5.57057)  0.374
H (-1.22383, 4.37379, 4.36682)  0.340
H (-3.17272, 3.49252, 3.16265)  0.466
H (-3.59641, 2.26786, 4.19152)  0.367
H (-2.88033, 1.43110, 1.29014)  -0.206
H (-4.39602, 1.40100, 2.14717)  0.477
H (-2.95173, -1.79245, 2.75323)  0.300
H (-3.09533, -1.04816, 1.14832)  0.222
H (-4.48403, -0.99036, 2.21631)  0.343
C (1.97072, -3.91249, 4.26940)  -0.880
C (2.76716, -4.83746, 4.85031)  0.332
C (3.96274, -5.48682, 4.26680)  0.627
O (4.76596, -6.30171, 4.82201)  -0.559
C (4.18296, -4.92998, 2.84008)  -0.767
C (3.26547, -4.10094, 2.22441)  0.440
C (2.02042, -3.54309, 2.91528)  0.556
O (1.24600, -2.71649, 2.39680)  -0.216
O (3.51961, -3.52196, 0.97957)  -0.536
O (2.46927, -5.28206, 6.09781)  -0.507
H (1.22899, -3.44700, 4.90151)  0.413
H (5.05718, -5.21810, 2.27516)  0.467
H (2.74645, -3.10354, 0.59390)  0.339
H (3.23168, -5.73234, 6.46871)  0.352
C (-2.60465, -0.58455, -6.78279)  -0.733
C (-2.77052, -1.56624, -7.76062)  0.297
C (-2.61458, -3.02138, -7.54738)  0.722
O (-2.89714, -3.90012, -8.33673)  -0.568
C (-2.15191, -3.35957, -6.18943)  -0.823
C (-2.14820, -2.39801, -5.19174)  0.358
C (-2.35432, -0.93754, -5.42138)  0.733
O (-2.19436, -0.05333, -4.53075)  -0.482
O (-2.05333, -2.76570, -3.91157)  -0.453
O (-3.02163, -1.16509, -9.03052)  -0.504
H (-2.53908, 0.47774, -6.96619)  0.433
H (-2.03521, -4.40338, -5.93798)  0.448
H (-2.19992, -2.08240, -3.25338)  0.293
H (-3.39102, -1.88909, -9.54140)  0.341


No. 2
This record from OMol25 describes a structure of composition C24H36BrN3O3S3SiSr. The level of theory is the ωB97M-V functional and the def2-TZVPD basis.

Output
Gap between HOMO and LUMO: 0.2345 hartree
Energy relative to the best compared isomer or geometry (same formula, charge and spin): 6.83 kcal/mol
E_tot: -147351.5520 eV
Highest occupied orbital energy: -7.09 eV
2S+1: 1
Lowest unoccupied orbital energy: -0.706 eV

Each line ends with the Mulliken charge.
Cartesian coordinates (Å):
Sr (1.33804, -1.06178, 1.14725)  0.828
N (2.70619, -4.58082, 0.38176)  0.051
C (2.18134, -5.71194, 1.03889)  0.217
C (2.97330, -6.82306, 1.25558)  -0.660
C (2.44100, -7.94178, 1.88587)  -0.603
C (1.10982, -7.96015, 2.26239)  -0.601
C (0.30657, -6.85118, 2.01628)  -0.637
C (0.84430, -5.72017, 1.43161)  0.770
S (-0.15552, -4.27311, 1.21772)  -0.063
N (0.67978, -3.42570, -0.00165)  -0.607
C (1.92662, -3.66323, -0.22689)  0.039
C (2.63232, -2.76126, -1.20152)  0.255
C (1.91234, -2.03200, -2.13975)  -0.217
C (2.61176, -1.16745, -2.96873)  -0.398
C (3.98682, -1.07577, -2.83515)  -0.510
C (4.61588, -1.86338, -1.87874)  -0.383
N (3.95710, -2.68867, -1.07330)  -0.424
H (3.68805, -4.55052, 0.14970)  0.231
H (4.01105, -6.80683, 0.94486)  0.375
H (3.07301, -8.79871, 2.07500)  0.378
H (0.69036, -8.83111, 2.74658)  0.378
H (-0.73830, -6.85778, 2.30027)  0.396
H (0.84188, -2.16039, -2.21416)  0.724
H (2.08616, -0.57933, -3.70972)  0.502
H (4.56906, -0.41361, -3.46058)  0.400
H (5.69061, -1.82591, -1.74872)  0.445
C (0.05682, 2.84471, 1.87291)  -1.937
C (-1.35782, 2.46441, 1.40899)  2.366
C (-1.72870, 1.15418, 2.11986)  -1.214
C (-2.32663, 3.56139, 1.89583)  -1.876
Si (-1.45978, 2.34933, -0.49009)  -0.173
Br (-0.48286, 0.31435, -1.05599)  -0.262
C (-3.23352, 2.18328, -1.20876)  2.289
C (-4.11163, 1.28178, -0.33031)  -2.016
C (-3.26362, 1.57439, -2.61990)  -1.778
C (-3.89605, 3.57263, -1.27493)  -1.771
C (-0.34901, 3.60715, -1.42632)  2.285
C (-0.65568, 5.03829, -0.95013)  -1.683
C (-0.59698, 3.54846, -2.94098)  -2.154
C (1.15246, 3.35233, -1.21945)  -1.941
H (0.10788, 2.77136, 2.96070)  0.591
H (0.33312, 3.85997, 1.58807)  0.344
H (0.82352, 2.16428, 1.49923)  0.255
H (-1.72400, 1.32712, 3.19993)  0.533
H (-0.99454, 0.35694, 1.96897)  0.034
H (-2.70344, 0.76155, 1.84543)  0.205
H (-2.18211, 3.69384, 2.97161)  0.551
H (-3.37077, 3.28546, 1.74185)  0.317
H (-2.15619, 4.52975, 1.42253)  0.330
H (-3.68479, 0.28327, -0.21563)  0.325
H (-5.08665, 1.16965, -0.81472)  0.588
H (-4.28864, 1.69779, 0.66003)  0.331
H (-2.90140, 0.54645, -2.62719)  0.305
H (-2.68936, 2.14254, -3.34727)  0.328
H (-4.30295, 1.55803, -2.96275)  0.522
H (-3.91249, 4.08282, -0.31032)  0.298
H (-4.93524, 3.45209, -1.59641)  0.539
H (-3.40929, 4.22826, -1.99717)  0.305
H (-1.70824, 5.30510, -1.06199)  0.291
H (-0.07557, 5.74386, -1.55314)  0.531
H (-0.37347, 5.19442, 0.09098)  0.294
H (-1.60143, 3.86457, -3.21789)  0.337
H (-0.42604, 2.54815, -3.34492)  0.347
H (0.10415, 4.22786, -3.43583)  0.598
H (1.45295, 3.39309, -0.17536)  0.358
H (1.70883, 4.12989, -1.75241)  0.526
H (1.46271, 2.39067, -1.62894)  0.315
O (0.37187, -1.43678, 3.38583)  -0.625
S (1.69080, -0.94096, 3.91142)  0.934
O (1.95834, 0.30503, 3.11404)  -0.592
O (1.74442, -0.76447, 5.33252)  -0.574
S (3.04148, -2.29266, 3.17325)  -0.461


No. 3
This record from OMol25 describes a cluster of 7 separate species, C24H36FO18 in total. The level of theory is the ωB97M-V functional and the def2-TZVPD basis.

Output
Gap between HOMO and LUMO: 0.3420 hartree
Net charge: -1
Energy relative to the best compared isomer or geometry (same formula, charge and spin): 182.51 kcal/mol
E_tot: -65039.3964 eV
Highest occupied orbital energy: -7.38 eV
2S+1: 1
Lowest unoccupied orbital energy: 1.928 eV

Each line ends with the Mulliken charge.
Cartesian coordinates (Å):
F (2.76000, 5.94000, 31.97900)  -0.558
C (-0.56400, 9.32400, 30.50500)  -2.040
C (0.43600, 8.65900, 29.54000)  1.114
C (0.67600, 7.16000, 29.91800)  0.775
O (0.37400, 6.54400, 28.67100)  -0.410
C (-0.01000, 7.45400, 27.75600)  0.516
O (-0.22000, 7.11100, 26.68300)  -0.525
O (-0.13800, 8.59400, 28.29500)  -0.404
H (-0.32600, 9.22500, 31.60000)  0.261
H (-1.54600, 8.91400, 30.45200)  0.505
H (-0.85400, 10.22400, 30.41700)  0.684
H (1.29600, 9.35300, 29.42700)  0.054
H (-0.20700, 6.79600, 30.66200)  -0.369
H (1.64100, 6.89800, 30.16000)  -0.227
C (2.48100, 1.57100, 31.03900)  -1.405
C (3.42500, 1.99400, 32.05800)  0.784
C (2.81000, 3.15200, 32.98400)  -0.348
O (2.70800, 2.52100, 34.23700)  -0.498
C (3.05700, 1.33700, 34.32400)  0.560
O (3.12700, 0.66400, 35.32000)  -0.608
O (3.48300, 1.00000, 33.01600)  -0.466
H (2.00000, 2.38500, 30.60900)  0.383
H (1.57700, 1.03600, 31.37800)  0.357
H (3.19500, 1.09500, 30.28500)  0.299
H (4.31400, 2.50500, 31.82000)  0.514
H (1.84300, 3.42800, 32.65900)  0.165
H (3.37300, 3.87100, 33.22400)  0.148
C (3.02000, 5.06900, 26.96000)  -1.657
C (4.01400, 5.42400, 28.05500)  1.205
C (4.47500, 4.23500, 29.00400)  0.532
O (5.85200, 4.31300, 28.78900)  -0.377
C (6.19900, 5.22800, 27.94000)  0.682
O (7.40400, 5.45100, 27.57300)  -0.698
O (5.23900, 5.88300, 27.41600)  -0.369
H (3.34800, 4.30400, 26.33000)  0.500
H (2.77700, 5.91000, 26.22500)  0.258
H (2.10900, 4.73100, 27.52900)  0.312
H (3.50300, 6.27400, 28.59800)  -0.233
H (4.23800, 3.25700, 28.69300)  0.284
H (4.20400, 4.33100, 30.10600)  -0.514
C (-0.63900, 5.51300, 33.42500)  -1.400
C (0.15600, 5.05600, 34.68100)  -0.038
C (1.43200, 5.95700, 35.07300)  0.848
O (1.08000, 6.74900, 36.18100)  -0.396
C (-0.02000, 6.38500, 36.66900)  0.608
O (-0.46000, 6.92200, 37.69500)  -0.666
O (-0.56300, 5.50300, 35.88000)  -0.491
H (0.10200, 5.63600, 32.74300)  0.040
H (-1.11800, 6.50200, 33.64200)  0.332
H (-1.44300, 5.04100, 33.22800)  0.802
H (0.25700, 4.12400, 34.73700)  0.729
H (1.72600, 6.47800, 34.14900)  -0.399
H (2.12000, 5.17300, 35.12400)  0.027
C (5.15700, 6.72900, 33.85200)  -0.887
C (5.85700, 6.29500, 32.55600)  1.262
C (5.74100, 7.41800, 31.45300)  1.056
O (7.00900, 7.27600, 30.74900)  -0.387
C (7.90700, 6.62000, 31.55000)  0.462
O (9.13100, 6.40400, 31.34000)  -0.610
O (7.25900, 6.11500, 32.66200)  -0.508
H (5.66500, 7.62100, 34.16900)  0.514
H (5.09800, 5.95800, 34.69500)  0.293
H (4.09000, 7.07700, 33.76800)  -0.441
H (5.32100, 5.49800, 32.42200)  -0.314
H (5.33400, 8.33000, 31.92900)  -0.083
H (4.84700, 7.07200, 30.84700)  -0.467
C (2.28400, 9.30000, 33.10300)  -1.521
C (2.37500, 10.55900, 32.21400)  0.478
C (3.04600, 11.82400, 32.89200)  -0.425
O (4.29500, 11.75400, 32.29500)  -0.372
C (4.33000, 10.98900, 31.16200)  0.580
O (5.28800, 10.81600, 30.36800)  -0.611
O (3.22000, 10.32100, 31.11700)  -0.208
H (1.63400, 9.26600, 33.84800)  1.015
H (3.32400, 8.85400, 33.62700)  0.116
H (2.17500, 8.39800, 32.52100)  0.028
H (1.35700, 10.65500, 32.00600)  0.266
H (3.10400, 11.72300, 33.96500)  0.304
H (2.68300, 12.82700, 32.61700)  0.278


No. 4
This record from OMol25 describes an isolated molecule of C24H36N2O4. The level of theory is the ωB97M-V functional and the def2-TZVPD basis.

Output
Gap between HOMO and LUMO: 0.3396 hartree
Energy relative to the best compared isomer or geometry (same formula, charge and spin): 13.24 kcal/mol
E_tot: -36642.9193 eV
Highest occupied orbital energy: -8.57 eV
2S+1: 1
SMILES string: COCC(=O)N1CCC(Oc2ccc(C(=O)N(C)CCCC3CCCC3)cc2)CC1
Lowest unoccupied orbital energy: 0.676 eV

Each line ends with the Mulliken charge.
Cartesian coordinates (Å):
C (-7.23567, -5.29743, -3.04774)  -0.742
H (-7.12375, -6.08857, -2.30924)  0.247
O (-7.23600, -4.08503, -2.33655)  -0.324
C (-7.38232, -2.96085, -3.17517)  -0.647
H (-6.48735, -2.82780, -3.80777)  0.270
C (-7.62812, -1.67731, -2.37902)  0.821
O (-8.56765, -0.95948, -2.66556)  -0.679
N (-6.76752, -1.37785, -1.38674)  0.092
C (-5.55396, -2.08025, -1.04786)  -0.827
H (-5.49935, -3.02141, -1.58779)  0.482
C (-4.33816, -1.20263, -1.35329)  -0.464
H (-3.42112, -1.73206, -1.09172)  0.486
H (-4.30376, -0.97178, -2.42000)  0.213
C (-4.44163, 0.11668, -0.57871)  0.004
C (-5.76243, 0.80280, -0.93236)  -0.623
C (-6.93401, -0.13759, -0.65624)  -1.050
H (-7.87304, 0.31388, -0.97915)  0.478
H (-6.99038, -0.36319, 0.41469)  0.355
H (-5.87035, 1.71800, -0.35021)  0.412
H (-5.74434, 1.07192, -1.98915)  0.275
O (-3.40225, 1.01343, -0.92886)  -0.448
C (-2.14816, 0.84522, -0.43064)  0.809
C (-1.75837, -0.11991, 0.49253)  -0.201
C (-0.44566, -0.16964, 0.92792)  -1.073
C (0.49504, 0.74429, 0.47665)  -0.391
C (0.10646, 1.70147, -0.45739)  -0.113
C (-1.19501, 1.75028, -0.90516)  -0.626
H (-1.50774, 2.48453, -1.63069)  0.446
H (0.83224, 2.40015, -0.84628)  0.430
C (1.91974, 0.60384, 0.90882)  0.616
O (2.53793, -0.42543, 0.69594)  -0.677
N (2.47488, 1.66663, 1.54009)  0.308
C (1.75323, 2.85710, 1.91254)  -1.064
H (1.94350, 3.67979, 1.21722)  0.344
H (0.68330, 2.66047, 1.93362)  0.437
H (2.07269, 3.16941, 2.90910)  0.291
C (3.87836, 1.60968, 1.89714)  -0.879
C (4.73382, 2.51217, 1.00750)  -0.391
C (6.22564, 2.45068, 1.33703)  -1.139
C (6.89535, 1.11336, 1.00909)  0.704
C (8.41013, 1.27324, 0.81149)  -1.048
H (8.65965, 1.63113, -0.18675)  0.393
C (8.96464, -0.11524, 1.10113)  -0.616
H (10.04017, -0.11467, 1.27419)  0.389
H (8.74751, -0.78380, 0.26666)  0.283
C (8.17037, -0.53675, 2.33444)  -0.726
H (8.16185, -1.61661, 2.47511)  0.341
H (8.61446, -0.08474, 3.22293)  0.274
C (6.76010, 0.02879, 2.10096)  -0.747
H (6.08511, -0.76043, 1.77189)  0.241
H (6.35866, 0.44664, 3.02362)  0.196
H (8.80357, 1.98433, 1.54102)  0.375
H (6.46486, 0.73425, 0.07778)  0.264
H (6.72235, 3.22969, 0.75226)  0.340
H (6.37736, 2.68861, 2.39265)  0.370
H (4.39757, 3.54631, 1.11858)  0.370
H (4.58088, 2.21961, -0.03352)  0.316
H (3.99211, 1.89886, 2.94758)  0.251
H (4.18499, 0.57074, 1.77514)  0.239
H (-0.14406, -0.93073, 1.63187)  0.429
H (-2.45906, -0.84292, 0.87947)  0.397
H (-4.42118, -0.08136, 0.50355)  0.232
H (-5.57817, -2.30933, 0.02478)  0.178
H (-8.24987, -3.08565, -3.83746)  0.474
H (-8.17518, -5.43690, -3.59480)  0.299
H (-6.40290, -5.34059, -3.76118)  0.320